1.
Density functional theory data (wB97M-V/def2-TZVPD) for a molecular structure, C24H23N2O3PtS2.

Results
LUMO energy (alpha / beta) (eV): 2.400 / 1.848
Spin multiplicity: 3
HOMO (alpha / beta) (eV): -3.09 / -4.68
Total charge: -1
Gap between HOMO and LUMO (alpha / beta) (eV): 5.49 / 6.53
E (eV): -59303.4212
<S²>: 2.02
Energy relative to the best compared isomer or geometry (same formula, charge and spin) (kJ/mol): 13.0

Last column: Mulliken spin population.
Positions of all 55 atoms, in Å:
Pt1 0.815184 1.462252 1.261322  1.032
O1 -0.311954 3.626223 -2.221624  0.013
C1 0.432043 3.076266 -1.421377  0.005
O2 0.013741 2.157987 -0.608612  0.130
C2 1.900537 3.468146 -1.414047  0.036
C3 2.197336 4.648232 -2.098123  -0.006
C4 3.490844 5.111586 -2.242290  0.014
C5 4.534408 4.368814 -1.703514  -0.005
C6 4.263709 3.199406 -1.021475  -0.021
C7 2.953363 2.730540 -0.847368  -0.008
S1 2.813024 1.231866 0.077959  0.330
H1 1.361810 5.183311 -2.528428  0.000
H2 3.685974 6.034894 -2.773543  0.001
H3 5.560074 4.702583 -1.811403  -0.001
H4 5.072555 2.623059 -0.589202  -0.004
C8 1.444960 2.839842 5.884360  0.021
C9 2.513518 2.688265 5.011457  -0.017
C10 2.298853 2.279503 3.700980  -0.027
C11 1.013405 1.990415 3.224400  0.152
C12 -0.045564 2.139760 4.125882  0.075
C13 0.161638 2.565619 5.432367  -0.005
H5 1.610325 3.172785 6.902257  0.002
H6 3.522800 2.899191 5.347693  -0.001
H7 3.145184 2.181765 3.031195  -0.001
H8 -1.060782 1.926439 3.809955  0.009
H9 -0.685153 2.680324 6.100306  -0.001
C14 0.121009 -4.839034 -2.004865  0.001
C15 -0.446897 -4.083111 -0.811234  0.008
C16 0.019197 -2.632758 -0.798883  -0.004
N1 -0.561307 -1.892669 0.306942  0.096
C17 -1.092649 -0.652430 0.294232  0.262
S2 -1.261323 0.219326 1.725160  -0.093
N2 -1.476070 -0.114801 -0.926841  -0.006
C18 -2.135099 -0.735532 -1.963897  0.004
O3 -2.096784 -0.303853 -3.096920  0.016
C19 -2.941618 -1.967142 -1.650648  0.001
C20 -3.100352 -2.906543 -2.663497  -0.002
C21 -3.852672 -4.049298 -2.444745  0.000
C22 -4.472295 -4.245081 -1.216642  -0.001
C23 -4.340024 -3.294656 -0.214110  0.004
C24 -3.572614 -2.157871 -0.426669  0.011
H10 -0.179639 -5.887226 -1.986855  0.000
H11 1.212492 -4.803098 -2.015390  -0.001
H12 -0.236409 -4.404438 -2.940777  0.000
H13 -0.136091 -4.565298 0.121114  -0.003
H14 -1.538397 -4.106554 -0.833775  -0.002
H15 -0.240965 -2.140941 -1.733984  0.002
H16 1.111759 -2.592509 -0.721930  0.007
H17 -0.332071 -2.207633 1.236986  -0.009
H18 -1.194345 0.870246 -1.064115  -0.005
H19 -2.624500 -2.722325 -3.618241  0.000
H20 -3.960598 -4.785157 -3.231611  0.000
H21 -5.066924 -5.133830 -1.044915  0.000
H22 -4.833906 -3.436267 0.738763  0.000
H23 -3.472744 -1.418568 0.358205  -0.010

Forces on the atoms, in the same order (eV/Å):
Pt 0.450 -0.155 -0.113
O 0.010 -0.025 -0.001
C 0.034 -0.037 -0.012
O -0.149 0.107 0.002
C 0.007 -0.013 0.019
C 0.000 0.003 0.002
C 0.005 0.007 0.004
C 0.005 0.000 -0.012
C -0.004 0.003 -0.001
C -0.021 0.014 -0.001
S -0.082 0.006 0.033
H 0.000 -0.004 -0.006
H -0.003 -0.002 -0.003
H 0.000 0.001 0.010
H -0.001 0.000 -0.001
C -0.003 0.006 -0.007
C 0.005 -0.011 0.000
C 0.027 -0.013 -0.015
C -0.178 0.131 0.039
C 0.028 -0.031 0.043
C 0.008 -0.018 0.002
H -0.003 -0.009 0.003
H -0.002 0.000 0.000
H -0.006 0.020 -0.009
H -0.002 0.019 -0.019
H 0.001 0.005 -0.002
C -0.019 -0.011 0.027
C 0.009 0.012 0.006
C 0.079 0.000 0.005
N -0.127 -0.109 0.060
C 0.078 0.124 -0.030
S -0.143 -0.076 0.034
N -0.209 0.067 -0.085
C 0.140 -0.115 0.072
O -0.097 0.086 -0.021
C -0.058 0.065 -0.014
C 0.000 0.005 -0.015
C -0.011 0.004 0.003
C -0.006 -0.009 -0.017
C 0.013 0.027 0.013
C -0.044 -0.036 -0.024
H -0.001 0.001 -0.010
H 0.000 0.005 -0.003
H 0.007 0.006 -0.003
H 0.007 -0.004 0.001
H 0.053 -0.030 0.034
H 0.038 -0.016 0.012
H 0.005 0.024 -0.016
H 0.034 0.002 -0.001
H 0.125 -0.042 0.019
H -0.003 0.013 0.004
H -0.002 0.001 0.000
H 0.009 -0.003 0.002
H -0.003 -0.006 -0.004
H -0.001 0.008 -0.003

***

2.
Density functional theory data (wB97M-V/def2-TZVPD) for a single C24H23N5O2 molecule at a distorted geometry.

Results
SMILES string: [H]/N=c1/c(C(=O)NC2CCCC2)cc2c(=O)n3ccccc3nc2n1Cc1ccccc1
LUMO energy (eV): -0.536
HOMO (eV): -8.04
Total charge: 0
Gap between HOMO and LUMO (eV): 7.50
E (eV): -36808.7077
Energy relative to the best compared isomer or geometry (same formula, charge and spin) (kJ/mol): 1.3

Last column: Mulliken charge in e.
Positions of all 54 atoms, in Å:
H1 -1.691293 -2.040995 0.885126  0.207
N1 -1.962712 -1.103795 0.617743  -0.764
C1 -1.031178 -0.239681 0.504447  0.919
C2 -1.314912 1.114831 0.060047  0.142
C3 -2.702641 1.658796 -0.140500  0.405
O1 -2.870028 2.836455 -0.414743  -0.773
N2 -3.698007 0.773563 -0.001734  -0.253
C4 -5.090681 1.119979 -0.139796  -0.230
C5 -5.868885 0.780856 1.143935  -0.943
C6 -6.459496 -0.599149 0.873584  -0.568
C7 -6.895044 -0.493982 -0.584902  -0.609
C8 -5.757747 0.283085 -1.255127  -0.920
C9 -0.295165 1.970066 -0.212026  -1.058
C10 1.058158 1.588478 -0.052821  0.759
C11 2.127747 2.472893 -0.397010  -0.206
O2 2.046913 3.588627 -0.862109  -0.678
N3 3.436918 1.920342 -0.141032  0.092
C12 4.515105 2.689656 -0.446661  -0.282
C13 5.782920 2.259465 -0.233630  -0.660
C14 5.988139 0.976335 0.320578  -0.300
C15 4.914865 0.200740 0.629223  -0.766
C16 3.591356 0.662040 0.401136  0.419
N4 2.582606 -0.114888 0.705477  -0.369
C17 1.334295 0.322490 0.475143  0.719
N5 0.318204 -0.521059 0.788202  0.221
C18 0.686933 -1.787324 1.394574  -2.547
C19 1.035211 -2.863350 0.393331  1.354
C20 1.790115 -3.951974 0.813536  -0.699
C21 2.122055 -4.960499 -0.071395  -0.571
C22 1.706124 -4.890941 -1.390866  -0.425
C23 0.956214 -3.809420 -1.816044  -0.763
C24 0.620363 -2.800333 -0.928872  0.020
H2 -3.432418 -0.179170 0.246107  0.349
H3 -5.115555 2.190781 -0.357530  0.644
H4 -5.219170 0.803825 2.017360  0.374
H5 -6.670884 1.504973 1.290330  0.313
H6 -7.284345 -0.842050 1.542186  0.377
H7 -5.688428 -1.363653 0.979984  0.253
H8 -7.057567 -1.466822 -1.046791  0.344
H9 -7.825212 0.073050 -0.647256  0.301
H10 -5.018932 -0.405013 -1.667498  0.334
H11 -6.119178 0.911409 -2.066953  0.312
H12 -0.521773 2.966300 -0.562994  0.611
H13 4.263952 3.654549 -0.864868  0.449
H14 6.618480 2.890268 -0.485560  0.409
H15 6.992459 0.622467 0.493631  0.417
H16 5.011909 -0.786129 1.049878  0.464
H17 -0.132631 -2.120006 2.042212  0.792
H18 1.558882 -1.599186 2.025600  0.500
H19 2.118684 -4.005126 1.841651  0.394
H20 2.709735 -5.800896 0.267518  0.382
H21 1.967440 -5.676425 -2.084089  0.389
H22 0.628097 -3.747072 -2.843018  0.395
H23 0.033276 -1.963205 -1.278038  0.322

Forces on the atoms, in the same order (eV/Å):
H 0.237 0.069 -0.003
N -0.249 -0.609 0.153
C 0.173 -0.038 -0.005
C 0.508 0.695 -0.150
C -0.146 -0.223 0.048
O 0.076 0.373 -0.102
N -0.130 -0.078 0.014
C 0.011 0.418 -0.021
C 0.044 -0.075 0.007
C -0.191 0.133 0.008
C 0.034 -0.113 -0.013
C -0.125 0.019 -0.053
C -0.402 -0.256 0.057
C 0.168 -0.369 0.143
C -0.380 0.012 -0.019
O 0.001 0.013 0.000
N -0.003 -0.514 0.220
C 0.696 0.471 -0.184
C -0.280 0.161 -0.078
C -0.327 -0.199 0.083
C 0.408 0.183 -0.068
C -0.068 0.138 -0.060
N -0.290 -0.406 0.133
C 0.615 0.922 -0.314
N -0.154 -0.123 0.127
C 0.008 -0.325 0.280
C -0.013 -0.002 0.000
C -0.089 0.067 0.000
C 0.040 -0.073 0.035
C 0.013 -0.061 -0.072
C -0.003 -0.030 -0.072
C -0.004 0.059 0.056
H 0.062 0.083 -0.043
H -0.034 -0.189 0.037
H -0.007 0.111 0.037
H -0.065 0.033 0.025
H 0.026 -0.102 0.062
H 0.051 -0.104 0.041
H -0.096 -0.011 -0.046
H -0.076 -0.014 0.003
H 0.008 0.024 -0.050
H 0.052 -0.003 -0.086
H -0.106 0.045 -0.019
H -0.018 -0.068 0.029
H 0.009 0.113 -0.049
H 0.077 -0.080 0.034
H -0.019 -0.083 0.032
H 0.117 0.155 -0.092
H -0.232 -0.095 -0.062
H 0.065 -0.004 0.122
H 0.052 -0.066 0.027
H 0.023 -0.064 -0.056
H -0.025 0.001 -0.085
H -0.044 0.080 -0.011

***

- The highest energy relative to the best compared isomer or geometry (same formula, charge and spin) belongs to which entry?
  C24H23N2O3PtS2

***

- The lowest energy relative to the best compared isomer or geometry (same formula, charge and spin) belongs to which entry?
  C24H23N5O2